A 2-piece molecular cluster, C3H10N2O overall in a non-equilibrium geometry. Source: the Open Molecules 2025 dataset; level of theory: ωB97M-V/def2-TZVPD.

Output
SMILES ... C=CO.NCN
Energy above the lowest of the compared OMol25 structures with the same formula, charge and spin ... 65.5 kcal/mol
HOMO level ... -9.253 eV

Each line ends with the Löwdin charge.
Cartesian coordinates (Å):
C -1.1567 2.5000 0.1619  0.00
C -2.2031 1.8684 -0.2507  -0.29
O -3.5112 2.3178 -0.4120  -0.04
H -0.3277 1.8093 0.2283  0.03
H -0.7830 3.5179 0.0739  0.07
H -2.2985 0.7446 -0.2753  0.12
H -4.1381 1.6849 -0.8012  0.10
N 1.8476 -0.3736 -0.2849  0.00
C 1.3072 -1.7574 -0.1077  -0.42
N 1.9903 -2.4154 0.9552  -0.02
H 1.2595 0.1619 -0.9045  0.05
H 1.7891 -0.1430 0.6782  0.04
H 1.3083 -2.2254 -1.0816  0.08
H 0.1454 -1.7990 0.1181  0.13
H 2.9851 -2.4700 0.8393  0.06
H 1.7859 -3.4208 1.0630  0.08